No. 1
The following is a DFT calculation (ωB97M-V/def2-TZVPD) of 29 unconnected molecules or ions with the total composition C11H80NO28 in a non-equilibrium geometry.

CARTESIAN COORDINATES (ANGSTROEM)
C -0.56 -5.04 0.72
C -0.08 -3.86 -0.04
C -0.44 -2.50 0.51
C 0.13 -1.27 -0.10
N 0.11 0.07 0.65
C 1.02 -0.15 1.93
C 0.18 0.05 3.15
C -1.36 -0.10 2.59
C -1.29 0.42 1.17
C 0.71 1.14 -0.15
C -0.19 1.49 -1.46
C 0.25 2.71 -2.33
H -1.46 -5.13 1.09
H -0.08 -5.03 1.66
H -0.44 -6.04 0.18
H -0.53 -3.94 -1.03
H 0.87 -3.82 -0.21
H -0.10 -2.52 1.37
H -1.45 -2.42 0.59
H -0.44 -1.31 -0.86
H 1.19 -1.46 -0.42
H 1.83 0.69 2.09
H 1.50 -1.10 1.91
H 0.37 1.13 3.40
H 0.61 -0.60 4.07
H -1.99 0.61 3.10
H -1.66 -1.09 2.63
H -1.36 1.45 1.38
H -2.09 -0.08 0.56
H 1.66 0.91 -0.51
H 1.06 1.87 0.46
H -1.30 1.51 -1.18
H -0.37 0.72 -2.15
H -0.49 2.99 -3.11
H 1.27 2.61 -2.56
H 0.28 3.66 -1.81
O 2.41 -2.17 5.46
H 2.42 -1.29 5.42
H 2.10 -2.54 4.56
O 2.28 0.79 5.65
H 3.03 1.50 5.81
H 1.48 1.28 5.85
O 3.34 3.69 0.25
H 3.47 4.39 -0.36
H 4.11 3.79 0.79
O 0.33 -5.56 -2.77
H 0.15 -5.97 -1.99
H 0.13 -6.27 -3.33
O -3.14 3.35 -4.67
H -2.59 3.40 -5.43
H -3.18 2.42 -4.22
O 2.99 0.72 -4.21
H 3.52 1.41 -3.64
H 2.75 -0.09 -3.68
O -4.83 -1.74 0.63
H -5.67 -1.66 0.15
H -4.68 -1.06 1.10
O 1.74 -1.54 -3.03
H 0.91 -2.00 -3.18
H 2.09 -2.40 -2.90
O -1.27 -0.38 -4.89
H -0.92 -0.88 -4.15
H -0.72 -0.23 -5.67
O 1.88 -6.63 3.07
H 2.27 -5.72 3.21
H 0.90 -6.71 3.56
O -1.55 3.00 -6.89
H -1.15 3.08 -5.97
H -1.62 3.85 -7.38
O 0.01 2.27 5.78
H -0.51 3.08 5.77
H -0.53 1.58 6.08
O -3.61 -2.65 3.83
H -4.45 -2.81 3.32
H -4.13 -2.26 4.65
O 3.96 -3.39 -2.15
H 4.72 -2.84 -2.50
H 3.55 -2.86 -1.52
O 3.95 2.06 3.25
H 3.09 2.45 3.06
H 3.95 2.27 4.20
O 1.32 5.97 -3.34
H 1.74 6.57 -3.98
H 2.09 5.58 -2.89
O 1.63 3.34 2.50
H 1.01 3.97 2.87
H 2.07 3.89 1.73
O 3.76 -1.72 0.26
H 4.26 -2.42 0.77
H 4.47 -1.12 -0.13
O -3.21 4.85 -2.07
H -2.42 5.28 -2.26
H -3.03 4.32 -2.79
O -3.17 0.77 -3.26
H -3.96 0.28 -3.44
H -2.45 0.41 -3.92
O -4.79 0.91 1.85
H -4.40 0.86 2.76
H -4.48 1.73 1.40
O -0.94 6.42 -1.98
H -0.05 6.38 -2.18
H -1.02 7.38 -2.12
O -3.95 1.63 4.41
H -4.30 2.51 4.91
H -4.01 0.82 5.01
O 1.77 2.46 -5.78
H 2.45 3.09 -5.59
H 1.95 1.70 -5.13
O -0.54 -3.21 -3.78
H -0.42 -3.52 -4.74
H -0.48 -4.05 -3.34
O 4.41 2.25 -2.23
H 3.80 2.67 -1.73
H 4.79 1.66 -1.70
O -0.37 -2.46 6.28
H -0.47 -1.73 6.98
H 0.66 -2.37 6.14
O -4.09 -6.39 0.66
H -4.33 -7.00 1.53
H -3.62 -7.00 0.07

Summary:
energy relative to the best compared isomer or geometry (same formula, charge and spin)	1.987	eV
frontier orbital gap	8.912	eV
total charge	+1
HOMO	-11.58	eV
LUMO	-2.7	eV

Atom charges from the Löwdin analysis, given in e for atoms 1 to 99:
1. C -0.0537
2. C -0.1997
3. C -0.1508
4. C -0.0848
5. N -0.1290
6. C -0.0932
7. C -0.1107
8. C -0.0989
9. C -0.0751
10. C -0.0951
11. C -0.1358
12. C -0.0578
13. H 0.0129
14. H 0.0620
15. H 0.1135
16. H 0.1058
17. H 0.0586
18. H 0.0351
19. H 0.1096
20. H 0.0632
21. H 0.1426
22. H 0.1490
23. H 0.0982
24. H 0.0886
25. H 0.1365
26. H 0.0803
27. H 0.0659
28. H 0.1238
29. H 0.1592
30. H 0.1051
31. H 0.0717
32. H 0.1199
33. H 0.0534
34. H 0.0905
35. H 0.0314
36. H 0.0508
37. O -0.0218
38. H -0.0861
39. H 0.1019
40. O -0.0869
41. H 0.1094
42. H -0.0201
43. O -0.0059
44. H 0.0477
45. H 0.0590
46. O 0.0278
47. H -0.0087
48. H 0.0552
49. O -0.0863
50. H -0.0470
51. H 0.0543
52. O -0.1250
53. H 0.0722
54. H 0.0189
55. O 0.0147
56. H 0.0728
57. H -0.1427
58. O -0.0447
59. H 0.0067
60. H 0.0140
61. O -0.0337
62. H 0.0308
63. H 0.0772
64. O -0.1573
65. H 0.0296
66. H 0.1362
67. O -0.0829
68. H 0.0600
69. H 0.0734
70. O -0.0100
71. H 0.0749
72. H 0.0244
73. O -0.1160
74. H 0.0359
75. H 0.0936
76. O -0.0481
77. H 0.0879
78. H -0.0602
79. O -0.0737
80. H -0.0371
81. H 0.0269
82. O -0.0484
83. H 0.0777
84. H 0.0561
85. O -0.0937
86. H 0.0585
87. H 0.0917
88. O -0.0883
89. H 0.0926
90. H 0.0784
91. O -0.0177
92. H -0.0561
93. H -0.0641
94. O -0.0917
95. H 0.0393
96. H 0.0423
97. O -0.0822
98. H 0.0072
99. H 0.0752

No. 2
The following is a DFT calculation (ωB97M-V/def2-TZVPD) of 2 unconnected molecules or ions with the total composition C4H11NO3 in a non-equilibrium geometry.

CARTESIAN COORDINATES (ANGSTROEM)
C 0.53 0.08 -0.45
C 1.36 0.37 0.76
C 2.81 0.83 0.37
O 0.81 1.46 1.45
C -0.84 -0.47 -0.17
N -1.32 -1.44 -0.99
O -1.58 0.07 0.64
H 0.50 1.09 -0.93
H 1.10 -0.51 -1.22
H 1.47 -0.54 1.44
H 2.71 1.65 -0.35
H 3.12 1.33 1.29
H 3.41 0.01 0.03
H -0.17 1.47 1.37
H -0.72 -1.91 -1.69
H -2.13 -2.05 -0.95
H -3.46 -0.65 0.52
H -3.67 -0.02 -0.82
O -3.94 -0.78 -0.30

Summary:
energy relative to the best compared isomer or geometry (same formula, charge and spin)	0.917	eV
frontier orbital gap	10.752	eV
total charge	0
HOMO	-10.12	eV
LUMO	0.6	eV

Atom-resolved charges from Löwdin, all expressed in e:
1. C -0.0981
2. C -0.4587
3. C -0.0344
4. O -0.0460
5. C -0.4961
6. N 0.1574
7. O 0.0212
8. H 0.1491
9. H 0.1365
10. H 0.1573
11. H 0.0833
12. H 0.0776
13. H 0.0688
14. H 0.0844
15. H 0.1151
16. H 0.1051
17. H 0.0179
18. H 0.0350
19. O -0.0755

No. 3
The following is a DFT calculation (ωB97M-V/def2-TZVPD) of a molecular structure, C4H12FInO4 in a non-equilibrium geometry.

CARTESIAN COORDINATES (ANGSTROEM)
In -0.75 1.77 0.17
F -1.76 -0.38 -1.52
C -0.84 -0.27 3.39
C -2.38 -0.12 3.15
O -2.59 0.04 1.74
O -0.16 0.92 2.96
H -0.37 -1.08 2.84
H -0.71 -0.43 4.46
H -2.63 0.80 3.67
H -2.86 -1.01 3.55
H -3.52 -0.16 1.64
H 0.52 1.26 3.55
C 1.51 0.67 -3.25
C 1.62 -0.85 -3.16
O 2.67 -1.20 -2.32
O 1.15 1.13 -1.99
H 0.89 1.03 -4.07
H 2.52 1.04 -3.45
H 1.75 -1.16 -4.20
H 0.70 -1.37 -2.89
H 3.21 -1.89 -2.69
H 2.01 1.25 -1.58

Summary:
multiplicity	2
frontier orbital gap (spin up / spin down)	3.737 / 3.655	eV
expectation value of S²	0.757
total charge	+3
HOMO (spin up / spin down)	-21.79 / -21.79	eV
LUMO (spin up / spin down)	-18.1 / -18.1	eV

Atom-resolved charges from Löwdin, all expressed in e:
1. In 1.6713
2. F -0.2261
3. C -0.1423
4. C -0.1084
5. O -0.0198
6. O -0.1044
7. H 0.1414
8. H 0.1639
9. H 0.1629
10. H 0.1753
11. H 0.1444
12. H 0.1324
13. C -0.1186
14. C -0.0852
15. O 0.2964
16. O -0.0979
17. H 0.1780
18. H 0.1660
19. H 0.1706
20. H 0.1976
21. H 0.1881
22. H 0.1146

No. 4
The following is a DFT calculation (ωB97M-V/def2-TZVPD) of C5H7N3 in the gas phase in a non-equilibrium geometry.

CARTESIAN COORDINATES (ANGSTROEM)
C -1.40 1.33 0.94
C -0.85 -0.10 1.31
C -0.45 -1.11 0.59
C 1.27 -0.40 -1.14
C 1.96 -0.06 -2.58
H -2.51 1.30 1.39
H -1.35 1.55 -0.06
H -0.94 1.89 1.96
H -1.40 -0.39 2.23
H -0.51 -2.20 1.24
H -0.29 -1.68 -1.66
H 1.68 0.27 0.55
N 0.15 -1.26 -0.85
N 1.86 0.46 -0.44
N 2.78 0.40 -3.50

Summary:
energy relative to the best compared isomer or geometry (same formula, charge and spin)	6.729	eV
frontier orbital gap	10.030	eV
total charge	0
HOMO	-9.64	eV
LUMO	0.4	eV

Atom-resolved charges from Löwdin, all expressed in e:
1. C -0.0749
2. C -0.2245
3. C -0.1265
4. C -0.4127
5. C -0.0823
6. H 0.1054
7. H 0.0164
8. H 0.1394
9. H 0.1003
10. H 0.1620
11. H 0.1132
12. H 0.0663
13. N 0.0419
14. N 0.1130
15. N 0.0629

Which energy belongs to each record? In order, -71511.7201, -11959.1929, -20381.2100, -9762.6584 eV.
Which molar mass belongs to each record? In order, 674.7, 121.1, 258.0, 109.1 g/mol.